1.
A cluster of 3 separate species, C24H45I2N2O10P in total in a non-equilibrium geometry, computed with ωB97M-V/def2-TZVPD.

- ΔE to the lowest compared entry with this formula, charge and spin (kJ/mol) = 950.9
- energy (eV) = -74552.080
- LUMO level (eV) = -0.45
- gap between HOMO and LUMO (Eh) = 0.29029
- total charge = 0
- SMILES = CCC[C@]1(I)[C@@](N)(CC(=O)I)OC(=O)[C@@]1(CCCCCOCC)[PH2]=N.CCOC(=O)OC.CCOC(=O)OC

Geometry (Å):
C 6.1034 -1.9834 5.6157
C 6.0449 -1.2426 4.1400
C 4.5554 -0.7097 3.7075
C 3.9502 -1.4666 2.3441
I 4.0412 -3.5855 3.0248
C 4.8205 -1.0758 0.9701
N 5.9329 -0.0189 1.1339
C 5.6861 -2.2953 0.2457
C 4.8124 -3.1822 -0.8231
O 4.4569 -4.4797 -0.6429
I 4.1294 -2.3097 -2.7605
O 3.8704 -0.3010 0.1029
C 3.0457 0.4568 1.0921
O 2.8370 1.7676 1.2294
C 2.4741 -0.8247 2.0022
C 1.4126 -0.5129 3.2113
C 0.2420 0.5918 2.7569
C -1.2895 0.0015 2.9114
C -2.1670 0.7062 4.1144
C -3.7430 0.2200 3.8625
O -3.7897 -1.1788 3.4091
C -5.1532 -1.6025 3.0455
C -5.1553 -3.2217 2.6410
P 1.3402 -1.6899 0.6927
N 1.7875 -3.2094 0.3641
H 6.0865 -3.1639 5.4560
H 7.1656 -1.7598 6.1106
H 5.2846 -1.6035 6.3636
H 6.7247 -0.2674 4.2504
H 6.5767 -1.8752 3.2787
H 3.8171 -1.0512 4.5811
H 4.4473 0.4545 3.6266
H 6.0808 0.3136 0.1338
H 6.7768 -0.5475 1.4657
H 6.2915 -2.9539 1.0361
H 6.5344 -1.7521 -0.3944
H 0.9094 -1.5500 3.4931
H 1.8817 -0.0814 4.1920
H 0.3093 1.5647 3.4440
H 0.3546 0.9436 1.6441
H -1.2012 -1.1550 3.0711
H -1.8764 0.1621 1.8866
H -2.0453 1.8724 4.1481
H -1.8664 0.3076 5.1878
H -4.1227 0.8921 2.9537
H -4.3726 0.4126 4.8367
H -5.5705 -1.0423 2.0878
H -5.8932 -1.5001 3.9759
H -5.8854 -3.4531 1.7404
H -5.5435 -3.8898 3.5418
H -4.0940 -3.6044 2.3257
H 1.3627 -0.9021 -0.5198
H -0.0564 -1.7445 1.1203
H 0.9748 -3.8303 0.5809
C -0.4006 0.4513 -5.5681
C -0.2499 1.9628 -5.5652
O -0.3201 2.4861 -4.2338
C 0.7843 2.3001 -3.4702
O 1.8153 1.7393 -3.8172
O 0.5427 2.8200 -2.2403
C 1.5929 2.5954 -1.3035
H -1.3188 0.1551 -5.0504
H -0.4288 0.0667 -6.5916
H 0.4287 -0.0340 -5.0438
H -1.0803 2.4087 -6.1227
H 0.6755 2.2809 -6.0582
H 2.5531 2.9528 -1.6877
H 1.6486 1.5311 -1.0565
H 1.3595 3.1506 -0.3907
C -8.1051 2.0528 -5.2564
C -7.0154 1.4200 -6.1045
O -5.8656 2.2702 -6.1861
C -5.0843 2.3100 -5.0793
O -5.2723 1.6901 -4.0408
O -4.0673 3.1786 -5.3082
C -3.2268 3.3926 -4.1774
H -8.3505 3.0530 -5.6285
H -9.0096 1.4377 -5.2656
H -7.7840 2.1721 -4.2169
H -7.3843 1.2907 -7.1274
H -6.7372 0.4265 -5.7355
H -2.8410 2.4477 -3.7829
H -3.7766 3.9374 -3.4042
H -2.3781 4.0048 -4.4949

2.
A cluster of 3 separate species, C24H45N5O8P in total in a non-equilibrium geometry, computed with ωB97M-V/def2-TZVPD.

- energy (eV) = -58720.733
- LUMO level (eV) = -3.34
- gap between HOMO and LUMO (Eh) = 0.27002
- total charge = +1

Geometry (Å):
C -1.8597 -2.2126 1.3793
P -3.0803 -2.8295 0.0298
O -2.0727 -3.1382 -1.3246
N -4.1498 -1.4314 -0.2245
C -4.6139 -0.9798 -1.3988
N -5.4509 0.1582 -1.7197
C -5.6717 0.2971 -3.1444
N -4.9481 -0.8320 -3.6630
C -4.8810 -1.0955 -5.1550
C -3.3347 -1.0169 -5.6136
C -3.0167 0.1805 -6.6184
O -3.9318 0.7198 -7.3148
N -1.6448 0.7293 -6.8601
C -0.6180 -0.1412 -6.2098
C -0.0491 -1.4079 -6.9479
C 0.9876 -2.2773 -6.1671
C 1.4415 -1.8770 -4.7188
C 0.9039 -0.6038 -3.9925
C -0.1338 0.2584 -4.7767
N -4.3583 -1.5773 -2.6912
H -1.9174 -1.0548 1.3508
H -2.1091 -2.6166 2.4149
H -0.7915 -2.4619 1.0275
H -2.1768 -4.1119 -1.4866
H -4.4398 -0.9011 0.6219
H -6.2677 1.1114 -3.6635
H -5.5192 -0.2531 -5.6215
H -5.3188 -2.1195 -5.4074
H -3.0543 -2.0207 -6.1038
H -2.6831 -0.9261 -4.6642
H -1.5937 1.6325 -6.3480
H -0.4054 -1.6475 -8.0134
H 1.3986 -3.2232 -6.6764
H 2.1763 -2.5487 -4.1632
H 1.2051 -0.2812 -2.9429
H -0.5523 1.1988 -4.2800
H -3.8414 -2.4140 -2.9885
C 0.1972 -2.9634 8.5476
O -0.2227 -1.7442 7.9642
C 0.2808 -1.5782 6.6431
C -0.5389 -0.5377 5.8898
O -1.7645 -1.0598 5.3686
C -2.7935 -1.3042 6.3309
C -3.4478 -0.0281 6.8459
O -2.6354 0.5777 7.8446
C -2.9397 1.9494 8.0224
H 1.2879 -3.0038 8.6142
H -0.2215 -3.0224 9.5534
H -0.1777 -3.8130 7.9676
H 0.2480 -2.5312 6.1025
H 1.3208 -1.2406 6.7227
H 0.0361 -0.2259 5.0128
H -0.7155 0.3574 6.4883
H -2.4302 -1.9352 7.1442
H -3.5554 -1.8822 5.7979
H -4.4133 -0.2700 7.3046
H -3.6068 0.6651 6.0102
H -2.7473 2.5045 7.0981
H -2.2883 2.3447 8.8031
H -3.9815 2.0756 8.3297
C 2.4591 1.3582 -0.5525
O 3.8150 1.4826 -0.9282
C 4.0104 1.2623 -2.3226
C 5.3424 1.8504 -2.7725
O 5.2852 3.2605 -2.9934
C 5.2242 4.0724 -1.8188
C 6.5516 4.1504 -1.0751
O 6.7442 2.9853 -0.2791
C 8.1057 2.7858 0.0558
H 2.0883 0.3518 -0.7719
H 2.3845 1.5366 0.5215
H 1.8494 2.1069 -1.0697
H 3.1961 1.7203 -2.8963
H 4.0098 0.1784 -2.4913
H 5.5900 1.4173 -3.7460
H 6.1557 1.5908 -2.0929
H 4.4068 3.7602 -1.1659
H 4.9784 5.0774 -2.1757
H 6.5449 5.0152 -0.4019
H 7.3699 4.2595 -1.7972
H 8.7021 2.6355 -0.8501
H 8.1779 1.8860 0.6685
H 8.4904 3.6364 0.6251

3.
A structure of composition C24H46AlN6 in a non-equilibrium geometry, computed with ωB97M-V/def2-TZVPD.

- energy (eV) = -41169.963
- LUMO level (eV) = 2.06
- gap between HOMO and LUMO (Eh) = 0.19376
- total charge = -1

Geometry (Å):
C 2.1712 3.7306 0.0664
C 1.1550 2.8766 0.3545
Al 1.0989 2.0885 2.2239
N 2.1927 0.5811 2.0270
C 3.6123 0.7757 2.3138
C 4.5091 0.4111 1.1319
H 2.9333 3.4790 -0.6881
H 2.2122 4.7045 0.5469
H 0.4604 2.5023 -0.4076
H -0.4085 1.6538 2.7027
H 1.7600 3.1418 3.2743
H 2.1136 0.2023 1.0893
H 3.8200 1.8127 2.6060
H 3.9046 0.1373 3.1612
H 4.2173 -0.5498 0.7035
H 5.5566 0.3640 1.4467
H 4.4602 1.1931 0.3700
C -1.9293 -3.1534 1.2135
C -1.2761 -2.2212 2.2281
C -1.9844 -0.8625 2.2973
C -1.9620 -0.1994 0.9952
N -1.9388 0.3042 -0.0391
H -1.8722 -2.7312 0.2061
H -1.4353 -4.1248 1.1894
H -2.9836 -3.3198 1.4551
H -0.2304 -2.0795 1.9606
H -1.2891 -2.6790 3.2184
H -1.5016 -0.1943 3.0130
H -3.0301 -0.9890 2.5927
C 6.3539 5.8955 1.0613
C 5.9187 5.4852 -0.3388
C 5.0946 6.5679 -1.0471
C 3.8700 6.8642 -0.3055
N 2.8794 7.0183 0.2513
H 5.4900 6.0642 1.7052
H 6.9574 5.1124 1.5201
H 6.9499 6.8116 1.0376
H 5.3279 4.5693 -0.2833
H 6.7960 5.2666 -0.9519
H 4.8099 6.2371 -2.0469
H 5.6720 7.4897 -1.1491
C 2.0026 -5.7030 -1.3173
C 1.1439 -4.5019 -1.6888
C 1.7171 -3.1755 -1.1774
C 1.8127 -3.1712 0.2811
N 1.8259 -3.1635 1.4282
H 2.0669 -5.8173 -0.2346
H 1.5753 -6.6210 -1.7216
H 3.0165 -5.5993 -1.7107
H 0.1385 -4.6370 -1.2837
H 1.0489 -4.4378 -2.7755
H 1.0821 -2.3377 -1.4717
H 2.7122 -2.9986 -1.5910
C -6.9441 3.4918 -0.3554
C -5.4951 3.0220 -0.3182
C -5.3386 1.6083 0.2538
C -5.8316 1.5364 1.6303
N -6.2300 1.4722 2.7053
H -7.3679 3.5440 0.6487
H -7.0153 4.4866 -0.7964
H -7.5630 2.8159 -0.9502
H -4.8982 3.7142 0.2771
H -5.0794 3.0280 -1.3269
H -4.2885 1.3127 0.2459
H -5.8967 0.8853 -0.3450
C -2.4012 -4.0473 -3.4158
C -3.5565 -5.0385 -3.3657
C -4.0512 -5.2978 -1.9385
C -3.0054 -5.8605 -1.0831
N -2.1822 -6.2874 -0.4046
H -1.5329 -4.4289 -2.8785
H -2.0975 -3.8621 -4.4463
H -2.6803 -3.0903 -2.9709
H -3.2532 -5.9847 -3.8187
H -4.3948 -4.6582 -3.9522
H -4.8914 -5.9938 -1.9406
H -4.3907 -4.3654 -1.4821

4.
A structure of composition C24H46Cl2N3O5PtSi in a non-equilibrium geometry, computed with ωB97M-V/def2-TZVPD.

- ΔE to the lowest compared entry with this formula, charge and spin (kJ/mol) = 0.0
- energy (eV) = -76512.059
- LUMO level (alpha / beta) (eV) = 2.30 / 2.30
- spin multiplicity = 3
- gap between HOMO and LUMO (alpha / beta) (Eh) = 0.13079 / 0.19342
- total charge = -1
- <S²> = 2.01

Geometry (Å):
C 7.0874 3.4088 -1.9581
C 8.3142 2.5939 -1.6828
H 7.1930 4.4223 -1.5566
H 6.1959 2.9461 -1.5142
H 6.9215 3.4938 -3.0432
C 9.5101 3.1249 -1.3825
C 9.8029 4.5880 -1.3868
H 10.3568 2.4739 -1.1487
H 9.0082 5.1827 -0.9165
H 9.9503 4.9807 -2.4051
H 10.7324 4.7654 -0.8335
Pt -0.0536 0.2599 0.1818
Cl 1.6132 1.0918 -1.2444
C 1.4776 -2.0319 -0.9446
O 0.8026 -1.6669 0.0797
N 2.4355 -2.9384 -0.8015
C 2.7978 -3.4774 0.5085
C 3.2159 -3.3595 -1.9547
H 1.3063 -1.6234 -1.9525
H 2.0368 -3.1960 1.2376
H 3.7829 -3.0903 0.8238
H 2.8754 -4.5716 0.4386
H 2.7432 -2.9586 -2.8489
H 3.2388 -4.4508 -2.0268
H 4.2499 -3.0009 -1.9029
H -3.0398 -3.7000 3.1436
H -4.5173 -3.6778 0.6876
C -3.1001 -2.6021 3.0303
C -4.4850 -2.6161 0.9538
N -3.2386 -2.2447 1.6213
H -2.2200 -2.1137 3.4611
C -2.2452 -1.6920 0.9299
O -1.3929 -0.9039 1.4668
H -4.6013 -2.0161 0.0484
H -2.2413 -1.9403 -0.1434
H -4.0010 -2.2512 3.5501
H -5.3282 -2.3998 1.6126
H 1.1974 4.5217 1.9648
H 3.1922 2.5884 1.3427
C 1.0803 3.9527 2.8959
C 3.0319 2.5006 2.4277
N 1.6153 2.6012 2.7590
H 0.0190 3.8893 3.1429
C 0.7959 1.5731 2.5800
O 1.1388 0.4882 1.9953
H 3.4194 1.5357 2.7704
H -0.2316 1.7146 2.9553
H 1.6276 4.4744 3.6872
H 3.5432 3.3255 2.9333
O 7.3507 0.8053 -0.4888
C 8.0800 1.0918 -1.6817
C 10.1857 -0.0479 -0.7517
C 9.3488 0.2593 -1.8287
H 9.9098 0.2701 0.2564
C 11.3937 -0.7253 -0.9872
H 7.4352 0.8891 -2.5514
C 9.7155 -0.1175 -3.1259
H 12.0431 -0.9712 -0.1437
C 11.7762 -1.0645 -2.2863
C 10.9345 -0.7573 -3.3625
H 9.0457 0.1509 -3.9453
H 12.7297 -1.5713 -2.4711
H 11.2226 -1.0061 -4.3843
Si 6.3461 -0.3766 0.1365
Cl -0.6685 2.5146 0.3723
C 6.9611 -0.6212 1.8888
C 6.6204 -1.9506 -0.8366
C 4.6142 0.3003 0.0434
H 8.0475 -0.7916 1.8978
H 6.4796 -1.4870 2.3651
H 6.7569 0.2652 2.5045
H 4.5865 1.3029 0.4917
H 3.8707 -0.3156 0.5675
H 4.2698 0.4074 -0.9918
H 7.6937 -2.1905 -0.8814
H 6.2520 -1.8589 -1.8671
H 6.1070 -2.7977 -0.3575
C -2.6753 0.7305 -1.1343
O -1.4566 -0.0244 -1.2684
H -2.4734 1.7089 -1.5841
H -3.0292 0.8925 -0.1001
H -3.4170 0.1735 -1.7229

5.
A structure of composition C24H46Cl3N6O6P2 in a non-equilibrium geometry, computed with ωB97M-V/def2-TZVPD.

- energy (eV) = -102980.363
- LUMO level (eV) = -3.23
- gap between HOMO and LUMO (Eh) = 0.26658
- total charge = +1

Geometry (Å):
C -4.9196 2.0155 -0.8673
C -3.8979 3.0691 -0.0649
O -2.5611 2.5051 0.1627
N -1.8724 3.1525 1.1113
C -2.0878 2.6098 2.5315
N -1.7997 3.7318 3.4898
C -1.3923 1.1603 2.8254
C -1.4779 1.0911 4.4957
C -3.0280 1.2988 5.0840
N -3.2694 2.2297 6.1032
P -2.7806 -0.0652 2.2325
O -3.1174 -1.3385 3.3226
O -2.7143 -0.4669 0.5767
N -0.0431 0.9223 2.2340
C 0.8383 -0.0282 2.9016
Cl 0.0686 -1.7320 3.2825
C 2.2479 -0.5634 2.3356
C 3.4609 -0.2686 3.4531
Cl 2.3601 -2.4302 2.0511
C 0.4627 1.8586 1.1943
C 0.6784 1.0373 -0.1845
C 0.3625 -0.5402 -0.3180
C -0.4073 -0.9364 -1.7509
C 0.8352 -1.0054 -2.8688
O 1.6518 -2.2246 -2.7537
P 2.0921 2.6035 1.9934
O 1.6354 2.9409 3.6851
Cl 2.7286 4.4490 1.3158
C -0.3746 3.2311 0.8906
C -0.1285 4.0297 -0.5133
C -1.2579 5.1481 -1.0574
C -0.9105 5.8939 -2.4551
C 0.4279 5.6174 -3.3288
N 1.4363 4.6564 -2.8177
C 1.1433 3.9705 -1.5430
H -5.3725 1.1957 -0.1655
H -5.8203 2.7051 -1.2364
H -4.3968 1.6072 -1.8323
H -4.4643 3.3123 0.9566
H -3.9274 4.0586 -0.6881
H -2.3435 4.1044 1.2095
H -3.2769 2.4815 2.5851
H -0.8375 3.7324 3.8778
H -2.5424 3.8950 4.1970
H -0.7356 1.8759 5.0068
H -1.1687 0.0619 4.9477
H -3.9568 0.6741 4.7510
H -2.3288 2.6807 6.2872
H -3.1223 -2.1980 2.8071
H -2.5624 -1.4607 0.3922
H 1.1057 0.3902 3.9912
H 2.6550 -0.1163 1.3395
H 3.2573 0.7491 4.0291
H 4.4719 -0.1079 2.8384
H 3.6475 -1.1832 4.1607
H 1.8254 1.1875 -0.4865
H 0.0839 1.4503 -1.1372
H 1.4132 -1.1033 -0.4061
H -0.2027 -1.0708 0.5445
H -1.2414 -0.1713 -2.0469
H -0.7990 -2.0618 -1.6804
H 1.5592 -0.0967 -2.5990
H 0.4734 -0.8338 -3.9677
H 1.1214 -2.9852 -2.3750
H 2.5534 3.0534 4.1213
H -0.0244 4.0607 1.6817
H -2.2425 5.4245 -0.5012
H -1.6871 6.6915 -2.8618
H 0.6472 6.1860 -4.3550
H 2.0223 3.2397 -1.1839
C 3.5955 -7.5345 -4.4607
C 3.1532 -6.1494 -4.9265
C 2.6199 -5.2558 -3.7830
O 1.2915 -5.5752 -3.3589
C 1.2134 -6.6514 -2.4364
N 2.1596 -6.3017 -6.0010
H 2.7532 -8.1974 -4.2480
H 4.1951 -8.0235 -5.2380
H 4.2140 -7.4659 -3.5595
H 4.0374 -5.6535 -5.3456
H 2.5681 -4.2268 -4.1581
H 3.3078 -5.2398 -2.9295
H 2.0696 -6.6757 -1.7559
H 1.1235 -7.5979 -2.9724
H 0.3040 -6.5231 -1.8415
H 1.9372 -5.3774 -6.3719
H 1.2836 -6.6023 -5.5632